No. 1
This record from OMol25 describes a structure of composition C7H7CoO6S. The level of theory is wB97M-V/def2-TZVPD.

XYZ file:
```
22
Properties=species:S:1:pos:R:3:forces:R:3:mulliken_spin:R:1
O 2.736678 4.613629 -4.480494 -0.678 -1.566 0.396 0.000
C 2.304243 3.606281 -4.188043 0.666 1.524 -0.334 0.006
Co 1.065844 0.349797 -1.015892 1.265 0.128 -1.955 3.024
C 0.321742 -1.337684 -0.903171 -1.919 -7.760 -2.980 -0.017
O -0.141679 -2.389036 -0.832913 1.218 2.638 0.142 -0.002
C 1.340313 0.590828 0.796354 3.623 1.942 5.761 0.092
O 1.532310 0.791085 1.910343 -0.773 -0.436 -2.177 0.023
C -0.514977 1.297956 -0.875809 -5.009 5.413 -3.082 0.077
O -1.466720 1.934508 -0.792838 1.844 -1.443 0.426 0.008
C 2.824422 -0.195239 -1.182864 8.028 -2.475 -1.630 0.067
O 3.931624 -0.479383 -1.289441 -3.874 1.113 0.492 0.041
H 1.701033 1.790503 -1.112032 1.229 3.020 -1.045 0.576
C -2.631322 -0.944268 0.558257 -1.222 -0.128 -0.223 -0.004
S -1.389462 0.066389 1.456040 -1.266 -3.054 0.294 0.062
C -0.751455 -1.321838 2.469633 0.223 -0.149 1.493 0.000
O -0.293855 -0.104828 0.302459 -3.497 -0.846 4.298 0.036
H -3.623670 -0.816528 1.035269 0.554 0.048 -0.133 0.004
H -2.371756 -2.024151 0.551597 0.157 0.825 0.282 0.000
H -2.709150 -0.605171 -0.495984 0.095 0.161 0.757 0.001
H -0.093074 -1.997469 1.884818 -0.614 0.628 0.023 0.002
H -0.176508 -0.910047 3.323350 -0.352 -0.136 -0.500 0.000
H -1.594582 -1.915331 2.881360 0.304 0.555 -0.303 0.003
```
Forces are in eV/Å.

Properties
Expectation value of S² = 6.020
Energy above the lowest of the compared OMol25 structures with the same formula, charge and spin = 5.256 eV
Lowest unoccupied orbital energy (spin up / spin down) = -8.457 / -12.796 eV
Multiplicity = 5
HOMO level (spin up / spin down) = -16.931 / -18.081 eV
Total charge = +2

No. 2
This record from OMol25 describes a cluster of 2 separate species, C4H7N2P in total. The level of theory is wB97M-V/def2-TZVPD.

XYZ file:
```
14
Properties=species:S:1:pos:R:3:forces:R:3:lowdin_charge:R:1
C 2.535971 0.589195 -0.610533 2.948 -0.503 -1.556 -0.244
C 0.660763 -0.337781 -0.078929 -1.447 0.313 3.155 -0.376
C 0.849950 0.801580 0.711502 -0.442 -0.752 -0.954 0.081
C -0.381248 -1.460733 0.044457 0.990 0.455 0.556 -0.065
N 1.800589 -0.489595 -0.767297 0.678 -0.058 -1.616 0.076
N 2.006805 1.397114 0.292464 -1.060 2.346 2.039 0.004
P -3.643320 0.244684 -0.283997 -0.022 -2.978 1.216 0.612
H 3.549676 0.795774 -1.114710 -1.892 -0.494 0.962 0.145
H -0.465060 -1.994597 1.032712 0.154 1.096 -0.707 0.091
H -1.369288 -1.222932 -0.347137 0.209 0.070 0.062 -0.029
H 0.116378 -2.151330 -0.581868 -0.123 -1.327 -0.959 0.043
H 2.302350 2.295037 0.724644 0.104 -1.239 -0.978 0.166
H -4.067057 0.009722 1.142751 0.453 0.179 -1.436 -0.177
H -3.896510 1.523866 -0.164059 -0.551 2.892 0.214 -0.327
```
Forces are in eV/Å.

Properties
Energy above the lowest of the compared OMol25 structures with the same formula, charge and spin = 4.647 eV
Lowest unoccupied orbital energy (spin up / spin down) = -1.270 / -1.204 eV
HOMO level (spin up / spin down) = -8.780 / -8.452 eV
Total charge = 0